Entry 1:
42
Properties=species:S:1:pos:R:3:forces:R:3 method="wB97M-V/def2-TZVPD" spin_multiplicity=5 orbital_gap_ev="4.99 / 7.19" de_lowest_kcal_mol=0.00 molar_mass_g_mol=408.135 charge=-1 lumo_energy_ev="3.065 / 2.810"
Rh -1.143 0.239 -1.236 3.293 0.613 2.743
Cl 0.531 1.708 -2.002 1.285 1.074 -0.389
Cl -2.339 -0.969 0.374 -0.924 -1.547 1.802
C -2.755 0.876 -1.829 -3.857 0.378 -2.991
H -3.517 0.049 -1.879 0.083 1.010 0.412
H -2.603 1.232 -2.884 -0.192 0.381 0.597
C -0.012 -1.979 -1.680 -0.514 -0.971 1.188
C -0.822 -1.361 -2.537 -1.216 0.269 -2.535
H -0.500 -2.570 -0.889 0.446 0.389 -0.208
C -0.418 -0.695 -3.818 0.278 0.473 -1.015
H -1.895 -1.414 -2.464 -0.391 -0.946 0.159
C 0.917 -1.240 -4.248 0.436 -0.791 0.091
H -1.198 -0.874 -4.565 0.066 -0.334 -0.106
H -0.348 0.404 -3.809 -0.083 -0.447 0.444
C 1.929 -1.230 -3.106 0.167 0.305 1.226
H 0.738 -2.276 -4.541 0.228 -0.237 -0.200
H 1.351 -0.724 -5.097 -0.050 0.213 -0.297
C 1.440 -1.990 -1.827 1.439 -0.595 -1.057
H 2.897 -1.643 -3.418 -0.204 0.042 -0.030
H 2.105 -0.200 -2.761 -0.036 -0.185 -0.464
H 1.785 -3.040 -1.895 -0.171 0.113 0.027
H 1.951 -1.613 -0.938 -0.067 0.208 0.023
C -1.631 2.321 1.368 0.232 0.220 0.527
P -0.207 1.227 1.064 0.401 -0.111 0.060
C 1.167 2.449 1.016 -0.116 -0.008 0.308
C 0.108 0.458 2.731 0.177 0.615 0.087
C 1.367 0.559 3.366 -0.670 -0.147 -0.232
C 1.567 -0.017 4.616 0.362 -0.127 0.190
C 0.547 -0.715 5.258 -0.652 0.035 -0.430
C -0.722 -0.791 4.646 0.804 0.174 0.131
C -0.933 -0.193 3.404 -0.179 -0.211 0.100
H -1.851 2.863 0.440 0.006 -0.188 0.235
H -1.327 3.007 2.167 -0.395 0.121 -0.026
H -2.491 1.715 1.666 0.095 0.180 -0.151
H 1.192 2.972 1.981 0.156 0.092 -0.186
H 2.109 1.911 0.854 -0.153 0.237 -0.060
H 1.009 3.145 0.186 0.028 -0.248 0.234
H 2.182 1.101 2.889 -0.200 -0.193 0.137
H 2.550 0.075 5.095 -0.414 -0.067 -0.189
H 0.720 -1.199 6.218 -0.023 0.151 -0.165
H -1.530 -1.321 5.144 0.079 0.094 -0.094
H -1.923 -0.254 2.940 0.442 -0.035 0.105

---

Entry 2:
103
Properties=species:S:1:pos:R:3:forces:R:3 method="wB97M-V/def2-TZVPD" spin_multiplicity=1 orbital_gap_ev=0.90 molar_mass_g_mol=1160.858 charge=-1 lumo_energy_ev=-3.419
S -0.642 -5.021 6.174 -0.178 -0.298 0.075
P 0.773 -5.960 5.140 -0.854 1.296 0.722
P 0.910 -4.981 3.110 -1.315 -1.232 -0.213
O 2.499 -4.338 3.468 0.047 0.183 -1.263
C 2.771 -3.192 2.680 -0.756 0.821 1.344
C 1.497 -2.944 1.790 0.077 0.760 0.634
C 1.675 -1.991 0.616 0.237 -2.052 1.810
C 2.325 -0.777 0.864 -0.218 1.278 -2.884
C 2.433 0.085 -0.297 -0.343 -1.873 2.911
C 1.883 -0.413 -1.466 0.580 2.222 -1.968
N 1.301 -1.566 -1.713 -0.411 -2.333 1.453
C 1.194 -2.390 -0.611 0.183 1.029 -1.375
O 0.914 -4.179 1.534 0.655 0.710 -0.145
H 0.486 -7.349 5.049 0.593 0.048 0.042
H 1.967 -5.729 5.881 0.002 -0.835 -0.415
H 0.203 -3.914 3.778 0.771 0.356 -0.155
H -0.422 -5.442 2.791 0.222 -0.578 0.385
H 1.446 -6.231 2.610 0.490 0.443 -0.293
H 3.757 -3.204 2.179 -0.446 -0.367 -0.129
H 2.764 -2.350 3.407 0.513 -0.073 -0.519
H 0.827 -2.347 2.455 0.118 -0.355 -0.184
H 2.688 -0.506 1.856 -0.107 -0.087 -0.276
H 2.892 1.072 -0.223 -0.219 -0.322 -0.296
H 1.947 0.270 -2.327 -0.023 -0.412 0.192
H 0.683 -3.387 -0.731 0.361 0.898 0.833
O 5.123 0.551 -2.203 -0.946 -0.016 -0.558
H 4.916 -0.323 -1.855 0.030 0.086 0.137
H 5.728 0.374 -2.927 -0.072 -0.221 0.095
Li 0.969 -3.572 -2.509 -0.087 0.719 0.001
F 7.361 0.867 -1.320 1.576 0.780 -0.621
C 1.892 4.484 1.610 -0.988 -0.210 -0.359
O 3.108 3.761 1.499 3.016 -1.193 -1.587
P 3.782 2.788 2.716 -5.129 4.105 7.166
O 2.475 2.700 3.481 -0.034 -0.774 -0.826
O 4.749 3.966 3.259 1.072 -1.005 -0.424
C 4.248 5.260 3.580 -0.150 0.585 -0.612
O 4.550 1.682 3.737 2.143 -1.150 -3.647
C 4.200 1.690 5.117 -0.489 0.031 0.485
H 1.272 4.261 0.739 0.016 -0.023 0.020
H 1.320 4.271 2.507 0.229 -0.229 0.064
H 2.133 5.549 1.589 0.268 -0.087 -0.010
H 3.253 5.205 4.022 0.109 -0.161 -0.232
H 4.243 5.891 2.689 -0.081 0.032 0.015
H 4.923 5.709 4.308 0.124 -0.233 -0.035
H 3.215 1.252 5.267 -0.035 0.183 -0.045
H 4.231 2.701 5.523 -0.075 0.002 -0.083
H 4.933 1.070 5.635 0.197 0.031 -0.304
Br 5.575 7.557 6.920 -0.911 0.537 -0.098
C 4.853 6.216 8.126 -0.119 0.413 0.140
C 4.336 5.032 7.368 -0.102 -0.147 0.091
Br 2.608 5.401 6.527 -0.212 -0.019 0.271
H 4.093 6.708 8.730 -0.139 -0.065 -0.179
H 5.687 5.924 8.758 0.124 -0.029 -0.202
H 4.149 4.196 8.040 -0.001 0.034 -0.004
H 5.010 4.715 6.577 0.101 0.093 0.092
C -1.772 1.469 -1.886 0.525 -0.281 0.498
C -2.993 0.870 -2.611 -0.266 0.455 0.591
C -3.052 1.082 -4.125 -0.251 -0.282 -0.717
F -3.115 2.385 -4.456 0.066 -0.010 0.204
F -4.158 0.496 -4.634 0.174 -0.261 0.469
F -4.121 1.311 -2.019 0.009 0.049 -0.185
F -2.950 -0.479 -2.396 0.276 -0.023 -0.298
O -1.942 2.726 -1.240 -0.505 0.244 -0.684
C -1.796 3.893 -1.974 0.744 -0.908 0.231
C -3.093 4.702 -2.035 -0.533 0.356 0.039
F -4.086 3.990 -2.599 0.174 -0.087 0.047
F -2.911 5.813 -2.786 0.256 -0.071 0.064
F -1.296 3.624 -3.194 -0.103 0.346 -0.024
F -0.858 4.631 -1.333 -0.225 0.229 0.001
H -1.553 0.784 -1.066 -0.204 0.017 0.031
H -0.878 1.453 -2.512 -0.176 0.128 -0.230
H -2.181 0.634 -4.616 0.076 0.011 0.114
H -3.409 4.998 -1.032 0.163 -0.045 0.047
Ca 8.334 2.109 -2.517 -0.654 -0.586 1.038
C -3.712 -9.472 1.348 -0.117 -0.113 -0.450
C -2.655 -8.404 1.210 -0.468 -0.523 0.255
C -2.821 -7.243 2.154 0.208 0.005 0.416
O -2.193 -6.185 1.430 -0.266 -0.054 -0.386
C -2.298 -6.474 0.122 0.002 0.209 0.013
O -2.045 -5.704 -0.756 0.109 -0.141 -0.198
O -2.734 -7.750 -0.069 0.293 0.381 0.038
H -3.530 -10.281 0.639 0.042 -0.027 0.083
H -3.716 -9.888 2.356 0.065 0.053 0.000
H -4.703 -9.073 1.124 0.039 0.101 0.113
H -1.659 -8.848 1.297 0.032 0.125 0.025
H -2.330 -7.402 3.113 0.127 0.241 -0.064
H -3.866 -6.971 2.328 -0.029 -0.116 -0.073
Cl 7.772 5.754 7.694 1.113 -0.819 0.122
C -5.941 1.499 -6.916 -0.101 0.372 -0.081
C -4.815 1.100 -7.863 0.159 -0.223 0.187
O -5.237 0.484 -9.058 -0.792 -0.341 0.220
C -5.684 1.330 -10.165 1.147 0.542 -0.087
O -4.827 2.266 -10.456 -0.459 0.152 -0.199
C -7.130 1.886 -9.954 -0.019 -0.416 0.429
F -7.941 0.963 -9.364 -0.082 0.109 -0.040
F -7.712 2.170 -11.141 0.157 0.047 0.012
F -7.216 3.000 -9.206 -0.003 0.037 -0.192
H -6.727 0.742 -6.896 0.082 -0.068 0.002
H -5.551 1.633 -5.909 -0.039 -0.010 -0.015
H -6.393 2.444 -7.207 -0.049 -0.048 -0.040
H -4.220 0.334 -7.351 0.029 -0.060 -0.106
H -4.135 1.938 -8.051 -0.173 0.107 -0.208
H -5.859 0.556 -10.948 0.034 -0.098 -0.043